Entry 1:
The following is a DFT calculation (the ωB97M-V functional and the def2-TZVPD basis) of the molecule C3H7NOSi.

Computed properties:
HOMO	-11.0	eV
total charge	0
SMILES	C[C@@H](C#N)O[SiH3]

Last column: natural (NBO) charge in e.
Cartesian coordinates (Å):
1 C -0.35 -1.22 -0.64  -0.616
2 C -1.07 0.08 -0.28  0.042
3 C -1.87 -0.06 0.92  0.241
4 N -2.56 -0.17 1.79  -0.277
5 O 0.07 1.22 -0.10  -0.914
6 Si 1.70 1.05 0.31  1.190
7 H 0.30 -1.34 0.13  0.214
8 H -0.96 -2.08 -0.74  0.233
9 H 0.14 -1.12 -1.58  0.227
10 H -1.77 0.34 -1.09  0.235
11 H 1.91 2.57 0.59  -0.160
12 H 2.74 0.51 -0.72  -0.193
13 H 1.73 0.20 1.42  -0.222



Entry 2:
The following is a DFT calculation (the ωB97M-V functional and the def2-TZVPD basis) of the molecule C3H7NS.

Computed properties:
HOMO	-8.0	eV
total charge	0
SMILES	CNC(C)=S

Last column: natural (NBO) charge in e.
Cartesian coordinates (Å):
1 C -1.22 1.01 0.09  -0.427
2 N 0.22 0.96 -0.03  -0.581
3 C 0.97 -0.14 0.07  0.191
4 C 0.43 -1.55 -0.02  -0.674
5 S 2.65 0.09 0.27  -0.259
6 H -1.61 1.94 -0.23  0.216
7 H -1.59 0.29 -0.65  0.202
8 H -1.66 0.97 1.01  0.202
9 H 0.71 1.82 -0.24  0.420
10 H -0.56 -1.48 0.34  0.213
11 H 0.63 -1.76 -1.15  0.253
12 H 1.02 -2.15 0.53  0.243



no.,orbital gap (eV)
1,11.74
2,8.66